Formula: C40H59B3BeCaClF8KN5O35PS
Source: the OMol25 dataset
Level of theory: ωB97M-V/def2-TZVPD

```
156
Properties=species:S:1:pos:R:3
C 5.784 -0.971 0.711
C 5.039 -0.173 1.220
C 4.088 0.829 1.752
C 4.286 2.314 1.242
O 3.927 3.180 2.342
N 5.662 2.675 0.988
C 6.562 2.480 2.133
C 7.472 3.669 2.492
C 6.812 5.033 2.639
O 5.784 5.279 3.171
O 7.544 6.094 2.159
C 6.315 2.591 -0.237
F 5.969 1.594 -1.082
F 7.661 2.351 -0.136
C 6.335 3.898 -1.141
F 5.358 3.943 -2.015
F 6.445 5.001 -0.407
F 7.464 3.911 -1.909
C 3.055 2.648 0.267
C 3.238 4.207 -0.083
O 2.192 4.987 0.477
C 2.553 6.239 0.954
O 2.208 6.246 2.339
C 1.170 7.141 2.619
C -0.237 6.547 2.449
O -0.545 5.689 3.535
O 1.907 2.671 1.110
C 0.732 1.993 0.991
C -0.429 2.923 0.450
C -0.511 3.238 -1.040
O -1.067 2.523 -1.791
Cl 0.080 4.789 -1.755
C 0.268 1.864 2.548
C 0.624 0.514 3.112
O 1.778 0.422 3.621
N -0.148 -0.569 3.208
C -1.586 -0.298 3.190
C 0.294 -1.749 2.410
N 0.694 0.601 0.532
C -0.370 0.172 0.103
O -1.375 -0.173 -0.386
B 2.950 1.846 -1.138
O 3.405 0.542 -1.282
N 2.262 2.365 -2.343
C 3.229 2.504 -3.471
C 1.404 1.192 -2.764
H 6.454 -1.674 0.239
H 4.199 0.771 2.857
H 3.081 0.462 1.534
H 3.584 2.648 3.061
H 6.042 2.207 3.057
H 7.209 1.598 2.015
H 8.322 3.712 1.796
H 7.936 3.441 3.465
H 8.006 5.830 1.354
H 3.234 4.394 -1.165
H 4.193 4.581 0.308
H 3.602 6.531 0.819
H 1.946 6.989 0.413
H 1.278 7.415 3.682
H 1.214 8.093 2.064
H -0.423 6.085 1.472
H -0.964 7.432 2.510
H -0.561 4.774 3.230
H -1.422 2.587 0.766
H -0.261 3.876 0.975
H -0.802 2.051 2.687
H 0.788 2.616 3.161
H -2.097 -1.208 3.512
H -2.026 -0.015 2.217
H -1.844 0.497 3.903
H -0.407 -1.905 1.579
H 0.262 -2.659 3.020
H 1.288 -1.610 1.975
H 3.025 -0.047 -0.618
H 4.117 1.861 -3.374
H 2.754 2.250 -4.427
H 3.535 3.555 -3.562
H 0.926 0.706 -1.912
H 0.588 1.642 -3.355
H 1.916 0.503 -3.433
Be 7.730 3.231 -4.072
C -3.497 4.380 6.672
C -2.845 4.670 8.000
O -1.721 5.512 7.682
S -2.074 6.422 6.427
O -2.494 7.699 6.891
O -1.047 6.265 5.475
O -3.389 5.621 5.921
H -2.963 3.601 6.122
H -4.536 4.094 6.780
H -2.519 3.765 8.504
H -3.509 5.234 8.657
N 2.651 -3.810 0.391
O 2.821 -2.610 0.686
O 1.661 -4.428 0.806
O 3.493 -4.350 -0.307
B -2.458 -2.328 -4.298
O -2.722 -3.348 -3.274
C -3.994 -3.228 -2.893
O -4.533 -3.906 -2.072
C -4.625 -2.097 -3.672
O -5.753 -1.718 -3.578
O -3.706 -1.581 -4.490
O -1.353 -1.421 -3.870
C -0.391 -1.493 -4.746
O 0.634 -0.900 -4.700
C -0.822 -2.493 -5.862
O -0.164 -2.789 -6.815
O -2.003 -2.952 -5.573
F -1.889 -1.038 -7.187
K -2.262 7.405 4.213
Ca 2.849 -0.210 5.421
B 5.578 -4.310 -2.720
O 5.996 -3.472 -1.549
C 7.147 -2.916 -1.827
O 7.753 -2.174 -1.088
C 7.586 -3.351 -3.219
O 8.598 -3.017 -3.771
O 6.672 -4.155 -3.724
F 4.374 -3.837 -3.236
F 5.452 -5.641 -2.339
O -6.221 -5.965 -5.326
P -6.550 -7.263 -4.654
O -7.595 -7.911 -5.757
C -7.062 -8.438 -6.971
C -6.335 -9.754 -6.751
O -7.586 -6.661 -3.526
C -7.522 -5.288 -3.122
C -8.549 -4.462 -3.872
O -6.434 -8.671 -3.794
C -7.446 -9.168 -2.914
C -8.796 -9.433 -3.544
H -6.397 -7.703 -7.433
H -7.905 -8.591 -7.646
H -5.434 -9.609 -6.151
H -6.041 -10.196 -7.705
H -6.967 -10.461 -6.214
H -6.520 -4.891 -3.248
H -7.740 -5.253 -2.052
H -8.516 -4.649 -4.945
H -8.389 -3.397 -3.695
H -9.558 -4.721 -3.539
H -7.538 -8.515 -2.047
H -7.056 -10.116 -2.537
H -9.293 -8.511 -3.843
H -9.446 -9.938 -2.826
H -8.702 -10.061 -4.430
C -4.190 -0.980 7.159
C -4.073 0.140 6.104
O -2.786 0.228 5.682
H -3.564 -0.775 8.031
H -5.226 -1.066 7.510
H -3.903 -1.948 6.746
H -4.516 1.039 6.593
H -4.841 -0.103 5.338
```

Its total charge is 0. Its HOMO energy is -7.50 eV. The calculation puts the gap between HOMO and LUMO at 1.44 eV. The multiplicity is 1.